(1)
Entry from the Open Molecules 2025 dataset: a cluster of 2 separate species, C4H11N2 in total (ωB97M-V with the def2-TZVPD basis set).

ORCA input file:
```
! RIJCOSX wB97M-V def2-TZVPD def2/J DEFGRID3
* xyz 1 1
C -2.105 -0.183 -0.117
C -1.012 -0.630 -0.729
C 0.790 1.905 -0.156
C 0.339 -0.572 -0.199
N 1.437 -1.214 -0.772
N 0.224 -0.674 1.328
H -2.992 0.126 -0.536
H -2.067 0.446 0.873
H -1.024 -0.975 -1.725
H 1.816 1.887 -0.378
H 0.414 1.888 0.827
H 0.284 2.330 -0.946
H 2.221 -0.579 -0.582
H 1.370 -1.684 -1.748
H 0.261 -1.703 1.443
H -0.753 -0.247 1.535
H 0.796 -0.121 1.883
*
```

Computed properties:
LUMO level (alpha / beta)	-4.618 / -4.079	eV
molar mass	87.15	g mol⁻¹
HOMO level (alpha / beta)	-12.70 / -12.31	eV

(2)
Entry from the Open Molecules 2025 dataset: the ion C4H11N2 with charge +1 (ωB97M-V with the def2-TZVPD basis set).

ORCA input file:
```
! RIJCOSX wB97M-V def2-TZVPD def2/J DEFGRID3
* xyz 1 1
C -0.822 1.834 0.210
N 0.101 1.029 -0.593
C 1.397 0.586 -0.135
N 0.226 -0.451 -0.147
C 0.268 -1.344 -1.304
C -0.375 -0.948 1.070
H -0.829 2.943 -0.066
H -1.869 1.496 0.046
H -0.743 1.587 1.280
H 2.202 0.539 -0.820
H 1.523 0.788 0.875
H 0.403 -0.757 -2.189
H 0.879 -2.218 -1.125
H -0.727 -1.688 -1.373
H -0.436 -0.142 1.669
H -1.415 -1.503 0.981
H 0.217 -1.751 1.621
*
```

Computed properties:
SMILES string	CN1C[N+]1(C)C
LUMO level	-2.806	eV
molar mass	87.15	g mol⁻¹
HOMO level	-15.17	eV

Energies relative to the minimum, eV: (1) 1.332; (2) 0.000

(1)
Entry from the Open Molecules 2025 dataset: a cluster of 2 separate species, C4H11N2 in total (ωB97M-V with the def2-TZVPD basis set).

ORCA input file:
```
! RIJCOSX wB97M-V def2-TZVPD def2/J DEFGRID3
* xyz 1 1
C 1.331 2.374 1.141
C 1.368 1.335 0.054
C 1.210 -0.058 0.255
C 0.889 -1.195 -0.567
N 1.000 -2.570 0.110
N -3.746 -0.556 -0.811
H 0.330 2.684 1.497
H 1.796 1.705 1.919
H 1.244 1.791 -0.914
H -3.278 -0.673 -1.799
H 1.273 -0.393 1.322
H 0.549 -1.188 -1.597
H 0.425 -3.243 -0.357
H 1.965 -2.937 -0.114
H -3.514 0.379 -0.409
H 1.932 3.294 1.145
H -4.772 -0.747 -0.874
*
```

Computed properties:
LUMO level	-7.043	eV
molar mass	87.15	g mol⁻¹
HOMO level	-12.48	eV

(2)
Entry from the Open Molecules 2025 dataset: a cluster of 2 separate species, C4H11N2 in total (ωB97M-V with the def2-TZVPD basis set).

ORCA input file:
```
! RIJCOSX wB97M-V def2-TZVPD def2/J DEFGRID3
* xyz 1 1
C -0.585 -1.269 -0.444
C 0.469 -1.115 0.662
C -0.891 0.193 -0.214
C 1.499 1.013 -0.121
N -2.026 0.550 0.456
N 0.377 0.376 0.571
H -0.171 -1.499 -1.422
H -1.410 -1.946 -0.234
H 0.120 -1.468 1.632
H 1.469 -1.497 0.463
H -0.688 1.484 -1.820
H 2.403 0.933 0.482
H 1.657 0.522 -1.080
H 1.275 2.062 -0.306
H -2.880 0.143 0.102
H -2.136 1.529 0.687
H 0.231 0.856 1.465
*
```

Computed properties:
LUMO level (alpha / beta)	-4.138 / -4.165	eV
molar mass	87.15	g mol⁻¹
HOMO level (alpha / beta)	-12.76 / -13.23	eV

Energies relative to the minimum, eV: (1) 0.000; (2) 0.356